ORCA calculation (the ωB97M-V functional and the def2-TZVPD basis) on a molecular structure, C7H8F9N5O6RuS5 at a distorted geometry.

Geometry (Å):
Ru: -0.510 0.282 -0.099
F: 3.355 1.892 2.190
C: 3.563 0.607 2.454
F: 4.863 0.357 2.433
F: 3.077 0.327 3.665
S: 2.691 -0.438 1.238
O: 1.313 0.041 1.318
O: 2.920 -1.788 1.685
N: 3.474 -0.099 -0.069
S: 2.802 0.309 -1.441
O: 3.672 0.039 -2.537
O: 1.423 -0.146 -1.525
C: 2.761 2.141 -1.345
F: 2.506 2.625 -2.556
F: 1.828 2.561 -0.496
F: 3.947 2.577 -0.931
N: -3.757 1.375 0.891
C: -2.835 2.318 1.075
N: -3.224 3.590 0.968
S: -1.222 1.974 1.514
H: -4.665 1.579 0.509
H: -3.459 0.416 0.955
H: -4.152 3.848 0.680
H: -2.511 4.298 0.999
S: -1.381 2.223 -2.009
C: -1.686 0.689 -1.542
F: -3.794 -1.957 -3.609
C: -2.548 -2.384 -3.419
F: -1.922 -2.436 -4.597
F: -2.585 -3.603 -2.890
C: -1.756 -1.449 -2.464
O: -2.190 -0.184 -2.540
O: -0.872 -1.854 -1.774
N: 0.382 -3.029 0.663
C: -0.279 -2.336 1.582
N: 0.182 -2.335 2.831
S: -1.724 -1.484 1.178
H: 1.336 -3.311 0.836
H: 0.077 -2.936 -0.295
H: 1.130 -2.631 3.015
H: -0.229 -1.666 3.459

orbital gap = 7.7755 eV
E_HOMO = -8.13 eV
electronic energy = -108340.283 eV
charge = 0
multiplicity = 1



ORCA calculation (the ωB97M-V functional and the def2-TZVPD basis) on 8 unconnected molecules or ions with the total composition C17H53N3O8 at a distorted geometry.

Geometry (Å):
C: -0.580 -2.706 -1.170
O: -1.035 -2.265 -2.419
C: -2.478 -2.383 -2.523
C: -2.833 -1.889 -3.919
C: -2.142 -2.662 -4.998
N: -2.450 -0.462 -3.953
H: -0.838 -3.741 -0.949
H: -0.979 -2.062 -0.387
H: 0.496 -2.720 -0.993
H: -2.838 -3.401 -2.375
H: -2.969 -1.796 -1.747
H: -3.890 -1.809 -4.173
H: -2.184 -2.114 -5.939
H: -2.530 -3.674 -5.114
H: -1.085 -2.709 -4.739
H: -2.375 -0.110 -4.897
H: -1.483 -0.551 -3.675
C: 0.009 5.347 -0.428
O: 1.359 5.585 -0.134
C: 2.167 4.435 -0.456
C: 2.488 3.745 0.820
C: 3.148 4.734 1.757
N: 3.408 2.661 0.598
H: -0.256 5.241 -1.480
H: -0.731 6.039 -0.025
H: -0.389 4.437 0.022
H: 1.610 3.808 -1.153
H: 3.082 4.783 -0.935
H: 1.571 3.482 1.348
H: 3.495 4.270 2.680
H: 2.502 5.505 2.177
H: 3.953 5.311 1.302
H: 2.908 1.826 0.326
H: 3.984 2.812 -0.217
C: -1.653 -3.521 5.714
O: -2.788 -3.052 4.920
C: -2.698 -1.703 4.535
C: -1.387 -1.365 3.713
C: -1.458 0.092 3.157
N: -1.328 -2.261 2.553
H: -1.863 -4.528 6.076
H: -1.421 -2.977 6.630
H: -0.743 -3.698 5.141
H: -3.605 -1.536 3.954
H: -2.821 -1.073 5.416
H: -0.523 -1.516 4.360
H: -0.586 0.443 2.605
H: -1.428 0.779 4.003
H: -2.343 0.211 2.533
H: -1.956 -1.932 1.833
H: -1.850 -3.033 2.942
C: 0.753 0.344 -0.123
O: 2.100 0.157 -0.429
H: 0.419 -0.383 0.617
H: 0.612 1.354 0.263
H: 0.162 0.224 -1.030
H: 2.263 -0.740 -0.730
C: -0.156 2.240 -4.081
O: 0.478 3.485 -4.192
H: -0.173 1.723 -5.040
H: 0.513 1.683 -3.425
H: -1.116 2.237 -3.563
H: 1.434 3.404 -4.225
C: 4.302 -3.276 -1.348
O: 2.984 -2.699 -1.316
H: 4.659 -3.077 -2.358
H: 4.936 -2.757 -0.629
H: 4.287 -4.341 -1.116
H: 2.550 -3.062 -2.091
C: -2.091 2.063 -0.665
O: -2.606 2.465 0.557
H: -2.042 0.975 -0.610
H: -2.829 2.193 -1.457
H: -1.148 2.559 -0.894
H: -2.986 3.345 0.497
C: 2.140 -2.728 2.345
O: 1.266 -3.135 3.437
H: 2.809 -3.544 2.072
H: 1.684 -2.458 1.392
H: 2.705 -1.836 2.616
H: 0.434 -2.713 3.210

orbital gap = 9.0874 eV
E_HOMO = -8.74 eV
electronic energy = -39333.609 eV
charge = 0
multiplicity = 1
SMILES string = COC[C@H](C)N.COC[C@H](C)N.COC[C@H](C)N.CO.CO.CO.CO.CO



ORCA calculation (the ωB97M-V functional and the def2-TZVPD basis) on 2 unconnected molecules or ions with the total composition C3H4O3 at a distorted geometry.

Geometry (Å):
O: 2.184 -0.858 -0.302
C: 1.064 -0.426 -0.218
C: 0.538 0.915 -0.059
O: -0.790 0.983 -0.258
C: -1.209 -0.384 -0.061
O: -0.125 -1.187 -0.411
H: 1.053 1.875 -0.149
H: 0.811 0.117 1.127
H: -2.082 -0.582 -0.685
H: -1.442 -0.452 1.017

orbital gap = 10.4131 eV
E_HOMO = -9.79 eV
electronic energy = -9315.485 eV
charge = 0
multiplicity = 1



ORCA calculation (the ωB97M-V functional and the def2-TZVPD basis) on a gas-phase ion, C4H8NOS (charge -1) at a distorted geometry.

Geometry (Å):
C: -0.946 0.063 -2.534
C: -0.939 1.167 -1.527
O: -1.245 2.330 -1.763
N: -0.429 0.855 -0.278
C: 0.222 -0.451 0.062
C: 1.126 -0.288 1.265
S: 1.027 -1.668 2.479
H: -1.617 -0.760 -2.339
H: 0.057 -0.354 -2.621
H: -1.323 0.489 -3.486
H: -0.610 1.518 0.455
H: -0.549 -1.196 0.272
H: 0.883 -0.686 -0.778
H: 2.152 -0.236 0.904
H: 1.008 0.669 1.774

orbital gap = 6.0690 eV
E_HOMO = -2.57 eV
electronic energy = -18651.733 eV
charge = -1
multiplicity = 1
SMILES string = CC(=O)NCC[S-]